1.
A structure of composition C33H24N7O7ReS2 in a non-equilibrium geometry. Source: OMol25; level of theory: ωB97M-V with the def2-TZVPD basis set.

Each line ends with the Mulliken spin population.
Atoms and positions in Å:
Re1 -0.736 0.245 -1.194  1.304
C1 -1.886 1.236 2.966  -0.021
C2 -1.962 1.222 1.471  -0.018
N1 -1.048 0.630 0.773  -0.012
N2 0.154 0.157 1.165  -0.263
C3 1.092 1.070 1.554  0.086
S1 0.814 2.681 1.789  -0.201
S2 2.604 0.206 1.799  -0.008
C4 3.796 1.485 2.235  0.001
C5 4.218 1.517 3.689  -0.002
C6 5.403 2.180 3.996  0.000
C7 5.826 2.303 5.310  0.000
C8 5.069 1.762 6.340  0.000
C9 3.891 1.095 6.041  0.000
C10 3.468 0.974 4.722  0.000
C11 -3.096 1.810 0.779  -0.014
C12 -4.195 2.281 1.528  -0.011
C13 -5.244 2.938 0.942  0.014
C14 -5.222 3.168 -0.437  -0.012
C15 -4.166 2.723 -1.197  0.021
C16 -3.096 2.030 -0.616  0.019
O1 -2.134 1.612 -1.444  0.029
H1 -1.970 2.253 3.345  0.004
H2 -2.716 0.649 3.368  0.001
H3 -0.957 0.806 3.324  0.004
H4 4.651 1.325 1.580  0.000
H5 3.336 2.432 1.951  0.001
H6 6.004 2.602 3.197  0.000
H7 6.750 2.823 5.530  0.000
H8 5.398 1.857 7.366  0.000
H9 3.295 0.666 6.837  0.000
H10 2.550 0.442 4.503  0.002
H11 -4.212 2.119 2.597  0.000
H12 -6.072 3.287 1.544  0.001
H13 -6.035 3.702 -0.913  0.000
H14 -4.123 2.895 -2.265  0.001
O2 2.425 2.864 -5.436  0.000
C17 1.575 2.011 -5.972  0.000
O3 1.510 1.784 -7.150  0.000
C18 0.656 1.277 -5.041  0.007
C19 -0.302 0.393 -5.495  0.012
N3 -0.926 -0.117 -4.424  -0.006
N4 -0.430 0.391 -3.287  -0.019
C20 0.534 1.239 -3.647  0.003
C21 1.251 1.934 -2.525  0.012
O4 2.151 2.715 -2.764  0.025
O5 0.849 1.580 -1.340  0.037
H15 2.355 2.906 -4.451  -0.001
H16 -0.556 0.120 -6.507  0.000
H17 -1.693 -0.768 -4.404  -0.002
O6 1.377 -6.555 -0.969  0.000
N5 0.236 -6.403 -0.583  0.000
O7 -0.453 -7.259 -0.079  0.000
C22 -0.346 -5.041 -0.697  0.003
C23 -1.690 -4.974 -0.704  -0.003
C24 -2.362 -3.721 -0.862  0.008
C25 -3.759 -3.586 -0.905  -0.009
C26 -4.297 -2.336 -1.083  0.003
C27 -3.455 -1.229 -1.195  -0.004
N6 -2.130 -1.328 -1.138  0.013
C28 -1.588 -2.571 -0.988  0.033
C29 -0.164 -2.653 -0.983  -0.049
N7 0.491 -1.470 -1.138  0.003
C30 1.817 -1.464 -1.140  0.000
C31 2.550 -2.632 -0.953  -0.011
C32 1.907 -3.833 -0.793  0.011
C33 0.497 -3.875 -0.830  -0.005
H18 -2.267 -5.883 -0.601  0.000
H19 -4.391 -4.461 -0.799  0.000
H20 -5.368 -2.190 -1.129  0.001
H21 -3.857 -0.231 -1.320  0.012
H22 2.298 -0.504 -1.266  0.001
H23 3.629 -2.580 -0.929  0.000
H24 2.477 -4.735 -0.647  0.000

Summary:
Multiplicity: 2
Net charge: +1
LUMO energy (spin up / spin down) in eV: -5.00 / -4.43
Kohn-Sham gap (spin up / spin down) in eV: 5.77 / 6.47


2.
A structure of composition C3H7AgCl2O5P in a non-equilibrium geometry. Source: OMol25; level of theory: ωB97M-V with the def2-TZVPD basis set.

Each line ends with the Mulliken spin population.
Atoms and positions in Å:
Ag1 25.786 -9.541 -26.118  0.075
P1 26.275 -11.755 -27.003  -0.060
O1 27.387 -10.728 -27.213  0.432
O2 25.082 -11.069 -27.641  0.386
O3 25.959 -11.693 -25.512  -0.005
O4 26.559 -13.067 -27.748  0.168
C1 26.449 -6.277 -27.084  0.000
O5 25.767 -7.414 -26.792  0.003
H1 26.692 -6.119 -28.135  0.000
H2 25.847 -5.427 -26.762  0.000
H3 27.381 -6.138 -26.537  0.000
Cl1 24.211 -9.175 -23.808  0.000
C2 22.999 -7.872 -23.588  0.000
C3 23.587 -6.644 -22.945  0.000
Cl2 22.360 -5.357 -22.714  0.000
H4 22.268 -8.291 -22.897  0.000
H5 22.384 -7.699 -24.471  0.000
H6 24.457 -6.214 -23.441  0.000
H7 23.887 -7.022 -21.968  0.000

Summary:
Multiplicity: 2
Net charge: -2
LUMO energy (spin up / spin down) in eV: 4.24 / 4.24
Kohn-Sham gap (spin up / spin down) in eV: 4.62 / 4.21


3.
A structure of composition C24H44Ca2F8N4O37S8 in a non-equilibrium geometry. Source: OMol25; level of theory: ωB97M-V with the def2-TZVPD basis set.

Each line ends with the Mulliken charge.
Atoms and positions in Å:
Ca1 5.356 2.952 6.066  1.947
Ca2 3.131 1.609 -3.186  1.974
N1 3.864 8.248 1.113  -0.213
S1 2.627 7.343 0.337  0.986
O1 1.220 7.552 0.588  -0.501
O2 2.980 6.117 -0.259  -0.557
F1 2.841 8.267 -0.975  -0.310
S2 3.259 7.853 2.495  1.089
O3 3.312 6.504 3.021  -0.577
O4 2.150 8.671 3.016  -0.566
F2 4.471 8.560 3.342  -0.344
N2 8.327 3.942 2.895  -0.322
S3 8.782 3.161 1.435  1.006
O5 10.129 3.121 0.888  -0.470
O6 7.676 2.890 0.497  -0.600
F3 8.667 1.805 2.212  -0.268
S4 9.519 4.930 2.847  1.116
O7 9.240 5.958 1.856  -0.582
O8 10.877 4.397 2.999  -0.551
F4 9.390 5.711 4.260  -0.300
N3 1.607 2.475 8.068  -0.193
S5 0.584 1.152 8.364  1.041
O9 -0.323 0.602 7.357  -0.533
O10 0.347 0.710 9.713  -0.531
F5 1.797 0.197 7.949  -0.331
S6 0.527 3.340 8.552  1.001
O11 0.261 3.440 10.020  -0.563
O12 -0.598 3.560 7.605  -0.532
F6 1.308 4.708 8.230  -0.336
N4 1.633 0.272 0.549  -0.184
S7 2.362 -0.522 1.749  1.025
O13 1.811 -1.772 2.220  -0.537
O14 3.120 0.340 2.663  -0.562
F7 3.517 -1.117 0.836  -0.285
S8 0.440 0.590 1.388  0.978
O15 0.643 1.763 2.273  -0.529
O16 -0.598 -0.304 1.761  -0.528
F8 -0.331 1.321 0.157  -0.356
C1 3.313 -8.082 3.146  -0.257
C2 3.551 -8.983 2.037  -0.294
O17 4.443 -9.876 2.605  -0.330
C3 4.095 -10.098 3.905  0.715
O18 4.592 -10.862 4.754  -0.550
O19 3.330 -9.041 4.217  -0.329
H1 2.335 -7.602 3.187  0.282
H2 4.020 -7.253 3.193  0.234
H3 4.126 -8.555 1.216  0.271
H4 2.616 -9.425 1.692  0.258
C4 -3.548 -5.858 5.471  -0.266
C5 -2.782 -5.972 6.834  -0.297
O20 -3.075 -7.235 7.333  -0.340
C6 -3.743 -7.965 6.367  0.676
O21 -4.078 -9.057 6.556  -0.489
O22 -3.786 -7.316 5.269  -0.345
H5 -3.078 -5.421 4.590  0.262
H6 -4.519 -5.399 5.658  0.245
H7 -3.046 -5.091 7.418  0.289
H8 -1.697 -6.020 6.746  0.265
C7 -4.896 7.715 4.011  -0.552
O23 -5.475 7.227 5.237  -0.308
C8 -5.809 5.887 5.272  0.792
O24 -6.505 5.453 6.193  -0.569
O25 -5.295 5.192 4.215  -0.317
C9 -5.336 3.774 4.044  -0.651
H9 -5.671 7.825 3.253  0.261
H10 -4.108 7.051 3.653  0.269
H11 -4.547 8.710 4.287  0.243
H12 -4.400 3.333 4.387  0.286
H13 -5.288 3.547 2.979  0.225
H14 -6.174 3.365 4.609  0.321
C10 6.731 -4.852 -4.411  -0.596
O26 7.729 -3.855 -4.428  -0.310
C11 7.375 -2.599 -4.154  0.751
O27 6.250 -2.246 -4.009  -0.572
O28 8.443 -1.773 -4.295  -0.314
C12 9.843 -2.092 -4.009  -0.576
H15 6.365 -4.916 -3.386  0.284
H16 7.088 -5.810 -4.790  0.229
H17 5.921 -4.596 -5.094  0.277
H18 9.941 -2.543 -3.021  0.314
H19 10.351 -1.141 -4.169  0.238
H20 10.297 -2.810 -4.692  0.275
C13 -0.751 8.974 -8.397  -1.141
C14 -0.907 8.495 -6.944  -0.035
O29 -0.497 7.182 -6.631  -0.297
C15 -1.117 6.318 -5.662  0.726
O30 -0.635 5.215 -5.273  -0.610
O31 -2.292 6.899 -5.172  -0.275
C16 -3.202 6.165 -4.353  -0.673
H21 -1.219 8.255 -9.069  0.330
H22 0.221 9.320 -8.750  0.296
H23 -1.342 9.876 -8.558  0.364
H24 -1.922 8.713 -6.612  0.283
H25 -0.217 9.211 -6.499  0.192
H26 -4.189 6.334 -4.784  0.266
H27 -3.196 6.595 -3.352  0.273
H28 -3.098 5.081 -4.300  0.301
C17 -0.078 -4.308 -3.289  -0.994
C18 -1.524 -3.810 -3.561  -0.288
O32 -1.812 -3.266 -4.841  -0.303
C19 -1.295 -2.187 -5.360  0.776
O33 -0.374 -1.564 -4.797  -0.624
O34 -1.734 -2.058 -6.607  -0.288
C20 -1.232 -1.046 -7.513  -0.659
H29 0.649 -3.500 -3.376  0.245
H30 0.138 -5.049 -4.059  0.311
H31 -0.036 -4.705 -2.275  0.359
H32 -1.801 -3.053 -2.827  0.352
H33 -2.249 -4.618 -3.463  0.272
H34 -0.234 -1.190 -7.926  0.280
H35 -1.438 -0.042 -7.140  0.305
H36 -1.928 -1.126 -8.348  0.258
C21 -8.966 -7.371 -5.009  -1.183
C22 -9.221 -5.961 -4.548  -0.150
O35 -8.653 -5.601 -3.348  -0.262
C23 -8.893 -4.348 -2.788  0.685
O36 -9.716 -3.482 -3.194  -0.570
O37 -8.094 -4.121 -1.718  -0.292
C24 -8.208 -2.945 -0.987  -0.631
H37 -9.551 -8.210 -4.633  0.331
H38 -7.903 -7.612 -5.014  0.306
H39 -9.356 -7.491 -6.020  0.368
H40 -10.272 -5.997 -4.262  0.232
H41 -9.041 -5.152 -5.256  0.344
H42 -8.061 -2.049 -1.590  0.295
H43 -7.430 -3.003 -0.225  0.228
H44 -9.150 -2.852 -0.446  0.299

Summary:
LUMO energy in eV: -7.03
Kohn-Sham gap in eV: 1.93


4.
A structure of composition C43H38Cl3IN4O3P2TeTl in a non-equilibrium geometry. Source: OMol25; level of theory: ωB97M-V with the def2-TZVPD basis set.

Each line ends with the Mulliken charge.
Atoms and positions in Å:
Tl1 -12.125 5.320 16.446  1.485
O1 -11.931 3.764 19.185  -0.463
C1 -13.241 3.616 19.707  0.450
C2 -13.460 2.124 19.666  -1.269
C3 -13.087 1.369 18.413  -0.584
C4 -13.700 1.776 17.126  0.341
C5 -14.796 2.591 17.027  -0.244
C6 -15.346 2.879 15.755  -0.481
C7 -14.710 2.348 14.641  -0.092
C8 -13.613 1.510 14.879  -0.340
N1 -13.103 1.174 16.057  -0.570
H1 -11.657 4.708 19.263  0.077
H2 -13.984 4.191 19.190  0.234
H3 -13.252 3.981 20.826  0.113
H4 -14.504 1.817 19.807  0.370
H5 -12.939 1.721 20.550  0.431
H6 -13.371 0.314 18.533  0.329
H7 -12.018 1.382 18.301  0.268
H8 -15.196 2.936 17.966  0.319
H9 -16.264 3.489 15.637  0.377
H10 -14.953 2.425 13.556  0.254
H11 -13.141 1.129 14.013  0.499
Te1 -10.787 10.429 18.088  0.196
C9 -10.101 10.696 20.063  0.044
C10 -10.939 11.443 20.852  -0.152
C11 -10.606 11.712 22.128  -0.483
N2 -9.438 11.337 22.663  -0.668
C12 -8.651 10.561 21.910  -0.480
C13 -8.925 10.191 20.600  0.257
C14 -10.946 8.333 17.982  -0.217
P1 -12.381 7.582 18.672  0.824
C15 -13.703 8.914 18.779  -0.220
C16 -13.908 9.637 19.910  -0.357
C17 -14.930 10.594 19.933  -0.626
C18 -15.667 10.823 18.789  -0.476
C19 -15.420 10.114 17.658  -0.449
C20 -14.461 9.122 17.652  -0.554
C21 -11.956 7.288 20.468  0.304
C22 -10.638 7.453 20.888  0.531
C23 -10.329 7.416 22.236  -0.765
C24 -11.289 6.919 23.136  -0.820
C25 -12.544 6.617 22.671  -0.649
C26 -12.960 6.847 21.362  -0.604
P2 -9.753 7.179 17.435  0.317
C27 -9.183 7.612 15.773  0.138
C28 -8.160 6.817 15.295  -0.189
C29 -7.676 6.975 13.996  -1.070
C30 -8.342 7.840 13.160  -0.142
C31 -9.369 8.592 13.596  -0.833
C32 -9.842 8.502 14.900  -0.292
C33 -8.099 7.380 18.284  0.128
C34 -7.830 6.564 19.379  -0.288
C35 -6.671 6.757 20.115  -0.665
C36 -5.748 7.698 19.673  -0.543
C37 -5.996 8.505 18.525  -0.786
C38 -7.155 8.362 17.843  -0.536
H12 -11.929 11.784 20.479  0.301
H13 -11.333 12.298 22.670  0.341
H14 -7.667 10.363 22.437  0.328
H15 -8.341 9.565 20.014  0.408
H16 -13.374 9.538 20.817  0.534
H17 -15.101 11.053 20.953  0.304
H18 -16.476 11.548 18.917  0.344
H19 -16.004 10.282 16.739  0.423
H20 -14.176 8.478 16.783  0.196
H21 -9.926 7.697 20.083  -0.279
H22 -9.354 7.584 22.614  0.496
H23 -10.929 6.695 24.110  0.418
H24 -13.187 6.114 23.413  0.317
H25 -13.925 6.492 20.909  0.527
H26 -7.726 6.094 15.986  0.383
H27 -6.799 6.480 13.661  0.444
H28 -8.047 7.898 12.079  0.305
H29 -9.877 9.270 12.954  0.428
H30 -10.697 9.071 15.302  0.267
H31 -8.597 5.832 19.558  0.473
H32 -6.537 6.281 21.054  0.480
H33 -4.854 7.781 20.271  0.350
H34 -5.325 9.291 18.327  0.449
H35 -7.406 8.851 16.935  0.465
I1 -18.910 5.214 13.135  0.040
C39 -17.159 6.048 13.916  -0.919
C40 -15.940 5.655 13.352  -0.486
N3 -15.002 6.063 14.176  0.591
N4 -15.480 6.809 15.205  -0.414
C41 -16.803 6.818 15.014  0.000
H36 -15.665 5.001 12.563  0.608
H37 -14.004 5.827 14.061  0.269
H38 -17.362 7.408 15.767  0.451
Cl1 -11.288 2.776 10.821  -0.162
C42 -11.179 4.266 11.873  0.626
Cl2 -9.815 4.061 13.007  -0.129
Cl3 -10.729 5.708 10.916  -0.149
C43 -12.585 4.498 12.517  0.058
O2 -13.597 4.101 11.999  -0.636
O3 -12.536 5.202 13.578  -0.831

Summary:
Net charge: -1
LUMO energy in eV: 2.06
Kohn-Sham gap in eV: 7.07


5.
A structure of composition C14H28ClINOP2Ru in a non-equilibrium geometry. Source: OMol25; level of theory: ωB97M-V with the def2-TZVPD basis set.

Each line ends with the Mulliken spin population.
Atoms and positions in Å:
C1 1.600 3.642 -1.680  0.075
C2 1.314 2.164 -1.424  0.201
H1 2.301 3.656 -2.521  0.002
H2 2.066 4.116 -0.807  -0.008
H3 0.694 4.192 -1.957  -0.008
O1 1.682 1.168 -1.987  0.230
I1 -0.493 3.007 0.799  0.587
Ru1 0.008 0.629 0.016  1.558
P1 -1.576 0.875 -1.714  0.047
C3 -1.507 -0.499 -2.939  0.006
C4 -3.298 0.830 -1.061  0.037
H4 -3.966 0.944 -1.940  0.005
H5 -2.458 1.999 -3.668  0.001
H6 -3.424 1.636 -0.319  -0.004
H7 -2.147 3.163 -2.299  0.001
H8 -1.898 -1.449 -2.517  -0.001
H9 -3.473 -0.127 -0.555  -0.001
C5 -1.759 2.301 -2.862  0.000
H10 -2.130 -0.205 -3.809  0.001
H11 -0.815 2.617 -3.332  0.003
H12 -0.456 -0.686 -3.238  0.000
P2 1.996 0.639 1.218  0.035
C6 3.190 -0.659 0.701  0.005
C7 3.207 2.057 1.431  0.000
H13 0.992 0.993 3.403  -0.003
H14 2.655 0.275 3.533  0.006
H15 1.246 -0.742 3.067  -0.001
C8 1.691 0.252 3.003  0.036
H16 2.755 2.800 2.106  0.001
H17 4.145 1.674 1.899  0.000
H18 4.198 -0.397 1.097  0.001
H19 3.204 -0.713 -0.407  -0.001
H20 3.454 2.546 0.465  0.002
H21 2.891 -1.669 1.067  0.000
Cl1 -1.465 -0.057 1.785  0.310
N1 0.219 -1.698 -0.439  0.019
C9 -0.544 -2.457 0.499  0.260
C10 -1.932 -2.558 0.325  0.100
C11 -2.664 -3.289 1.236  0.064
C12 -2.049 -3.898 2.341  0.230
C13 -0.716 -3.633 2.580  0.122
C14 0.034 -2.870 1.708  0.072
H22 -0.062 -1.906 -1.392  0.014
H23 1.197 -2.021 -0.409  0.005
H24 -2.389 -2.093 -0.547  -0.001
H25 -3.743 -3.396 1.097  0.003
H26 -2.656 -4.540 3.033  -0.010
H27 -0.186 -4.054 3.471  0.001
H28 1.067 -2.559 1.942  -0.002

Summary:
Multiplicity: 5
Net charge: +3
LUMO energy (spin up / spin down) in eV: -11.17 / -13.28
Kohn-Sham gap (spin up / spin down) in eV: 7.14 / 5.70


6.
A structure of composition C15H7F5IrN3S2 in a non-equilibrium geometry. Source: OMol25; level of theory: ωB97M-V with the def2-TZVPD basis set.

Each line ends with the Mulliken charge.
Atoms and positions in Å:
Ir1 0.698 0.139 0.348  1.326
S1 0.853 -0.626 2.451  -0.332
C1 0.636 -2.356 2.356  0.352
C2 0.764 -3.172 3.481  -0.711
C3 0.621 -4.541 3.367  0.497
C4 0.784 -5.372 4.530  -0.175
N1 0.929 -6.031 5.459  -0.479
C5 0.328 -5.109 2.111  0.426
C6 0.184 -4.300 1.003  -0.871
C7 0.338 -2.916 1.122  0.711
S2 0.124 -1.897 -0.283  -0.410
C8 0.183 -6.534 1.967  -0.188
N2 0.079 -7.670 1.843  -0.474
H1 0.986 -2.734 4.444  0.504
H2 -0.046 -4.741 0.042  0.490
F1 -1.721 1.416 -0.164  -0.323
C9 -0.513 1.321 -0.818  -0.049
F2 -0.812 0.870 -2.089  -0.250
C10 -0.058 2.791 -0.973  0.748
F3 -1.018 3.580 -1.450  -0.255
F4 0.311 3.248 0.242  -0.260
F5 1.005 2.910 -1.789  -0.215
C11 4.526 1.026 -2.431  -0.202
C12 3.333 0.654 -3.026  -0.817
C13 2.219 0.453 -2.233  -0.078
N3 2.272 0.582 -0.899  -0.254
C14 3.432 0.916 -0.317  -0.078
C15 4.574 1.161 -1.052  -0.677
H3 5.409 1.204 -3.030  0.402
H4 3.247 0.531 -4.095  0.405
H5 1.263 0.184 -2.653  0.437
H6 3.430 0.972 0.762  0.388
H7 5.484 1.438 -0.541  0.412

Summary:
LUMO energy in eV: -1.66
Kohn-Sham gap in eV: 6.97


7.
The ion C3H2NO3 with charge -1 in a non-equilibrium geometry. Source: OMol25; level of theory: ωB97M-V with the def2-TZVPD basis set.

Each line ends with the Mulliken charge.
Atoms and positions in Å:
O1 -1.441 0.120 -1.293  -0.689
C1 -1.418 0.229 -0.070  0.550
O2 -2.325 0.474 0.764  -0.725
C2 0.078 -0.032 0.581  0.059
N1 1.103 -0.833 -0.336  -0.516
C3 1.313 0.411 0.054  0.336
O3 1.985 1.377 -0.053  -0.566
H1 -0.092 -0.529 1.598  0.239
H2 0.797 -1.216 -1.245  0.313

Summary:
Net charge: -1
Structure (SMILES): O=C([O-])[C@H]1NC1=O
LUMO energy in eV: 4.16
Kohn-Sham gap in eV: 8.87


8.
A structure of composition C2HCsLiO3 in a non-equilibrium geometry. Source: OMol25; level of theory: ωB97M-V with the def2-TZVPD basis set.

Each line ends with the Mulliken charge.
Atoms and positions in Å:
O1 0.953 -0.595 -0.024  -0.549
C1 1.311 0.577 0.214  -0.504
O2 -1.881 -0.722 0.201  -0.354
C2 -1.507 0.335 -0.133  0.866
O3 -1.317 1.274 -0.808  -0.474
Cs1 -0.259 -3.621 0.765  1.009
H1 2.126 0.637 0.991  0.128
Li1 0.574 2.115 -1.206  0.878

Summary:
Net charge: +1
LUMO energy in eV: -3.30
Kohn-Sham gap in eV: 6.63